# 1
57
Properties=species:S:1:pos:R:3:forces:R:3:mulliken_charge:R:1 method="wB97M-V/def2-TZVPD" charge=-1 fmax_ev_per_a=3.110 relative_energy_kcal_mol=0.0 homo_lumo_gap_ha="0.2406 / 0.2370" spin_multiplicity=6
C 0.06877 -0.70186 -2.95968 0.900 1.067 0.056 -0.889
C 1.48009 -0.99513 -3.11352 -0.498 1.317 -0.695 -0.552
C 2.14746 0.29871 -3.05592 -0.424 -0.058 -0.235 0.058
H 1.88423 -1.93577 -3.47571 -0.119 0.370 -0.040 0.583
C 1.21583 1.27621 -2.72392 -0.364 0.048 -0.428 -1.174
C -0.06998 0.67627 -2.68684 -0.057 -0.105 -0.774 -0.435
H -0.98729 1.24631 -2.55254 0.016 -0.369 0.213 0.449
H -0.70205 -1.44955 -3.05012 -0.071 0.104 0.123 0.726
H 3.13284 0.61475 -3.35119 -0.443 -0.548 0.097 0.657
H 1.53711 2.32401 -2.57717 -0.629 -0.613 -0.069 0.505
Fe 2.20891 -1.00899 -1.04918 -0.367 1.213 -0.546 0.000
Cl 1.51303 -3.02906 -0.76531 -1.002 -2.399 0.516 -0.474
C 4.22067 -1.79526 -0.91853 1.062 0.911 -1.034 -0.593
C 4.61259 -0.37882 -1.01701 0.464 -0.986 -0.548 -0.573
C 4.82757 -0.08483 -2.39116 0.081 -1.140 0.617 -0.706
H 4.85405 0.25916 -0.15839 -0.229 -0.243 -0.470 0.507
C 4.51547 -1.25637 -3.17162 0.833 -0.024 1.023 -0.489
C 4.18363 -2.30105 -2.28725 0.595 0.434 0.405 -0.325
H 3.96541 -3.34459 -2.56603 -0.076 0.779 0.220 0.416
H 4.29487 -2.40631 -0.01742 -0.207 0.255 -0.338 0.621
H 5.07727 0.89418 -2.79828 -0.084 -0.241 0.147 0.532
H 4.48191 -1.30246 -4.26947 0.041 0.016 0.645 0.402
N 0.90573 -0.15374 -0.06444 -1.824 0.909 2.161 0.160
P -0.43375 0.13156 0.72364 2.847 -0.595 -1.103 0.755
C -0.74276 1.89426 1.08075 0.188 0.406 0.069 0.167
C -0.03433 2.85335 0.33788 -0.414 -0.091 0.461 -0.861
C -0.30240 4.20619 0.53824 -0.363 -0.075 0.388 -0.532
C -1.26956 4.60623 1.48387 0.091 0.015 -0.339 -0.472
C -1.97631 3.65734 2.23141 0.338 -0.396 -0.275 -0.908
C -1.67759 2.29774 2.04238 -0.151 0.658 -0.096 -0.314
C -1.98459 -0.39909 -0.03379 -1.264 0.257 -0.174 0.621
C -3.16854 0.30855 0.26721 -0.130 -0.400 -0.276 -0.877
C -4.41423 -0.13308 -0.16230 0.204 -0.401 -0.496 -0.698
C -4.50935 -1.24837 -1.00816 0.536 0.199 0.404 -0.530
C -3.33149 -1.93508 -1.34767 -0.566 0.294 0.154 -0.799
C -2.08715 -1.53177 -0.84239 -0.160 -0.324 -0.218 -0.042
C -0.62634 -0.61412 2.38749 -0.100 -0.297 0.065 0.515
C -0.30510 0.11112 3.53765 -0.123 -0.146 0.071 -0.357
C -0.53937 -0.42859 4.79486 0.063 -0.295 0.300 -0.722
C -1.00565 -1.73691 4.92812 -0.074 -0.040 -0.207 -0.435
C -1.29790 -2.47929 3.77833 0.197 0.160 0.144 -0.595
C -1.12409 -1.92294 2.51024 0.160 0.361 0.611 -0.588
H 0.71755 2.51865 -0.37283 -0.170 -0.043 0.054 0.277
H 0.23656 4.93563 -0.06608 -0.172 -0.027 0.269 0.413
H -1.48682 5.67167 1.61285 0.087 -0.378 -0.040 0.345
H -2.77369 3.93989 2.93114 0.502 0.006 -0.261 0.369
H -2.20997 1.54314 2.62588 0.185 0.332 -0.148 0.643
H -3.15857 1.23759 0.81957 0.111 -0.265 -0.035 0.470
H -5.29813 0.41649 0.14707 0.025 -0.050 -0.159 0.407
H -5.48929 -1.55771 -1.37849 0.370 -0.039 0.045 0.351
H -3.41792 -2.79224 -2.01712 0.240 0.171 0.202 0.418
H -1.19832 -2.10483 -1.12024 -0.175 0.271 0.320 0.553
H 0.08063 1.12699 3.46695 -0.049 -0.279 -0.061 0.534
H -0.36636 0.17292 5.68633 0.114 -0.129 -0.173 0.368
H -1.13405 -2.18250 5.92209 -0.034 0.227 -0.434 0.346
H -1.66179 -3.49823 3.87938 0.040 0.116 -0.061 0.381
H -1.37746 -2.51038 1.63644 0.053 0.103 -0.048 0.391

***

# 2
49
Properties=species:S:1:pos:R:3:forces:R:3:mulliken_charge:R:1 method="wB97M-V/def2-TZVPD" fmax_ev_per_a=2.966 homo_lumo_gap_ha=0.2399 spin_multiplicity=1 smiles="NPCCCC(F)(F)C(F)(F)F.O=[N+]([O-])c1ccccc1.O=[N+]([O-])c1ccccc1"
N 2.52919 -0.90439 -0.12098 0.283 0.594 -0.879 -0.553
P 1.17268 -0.06858 -0.88722 -1.673 -0.538 0.073 -0.088
C 0.63309 1.42664 0.15640 0.478 1.086 0.359 -0.022
C 1.08546 1.31305 1.70636 -0.838 0.542 -0.525 -0.385
C 2.07179 2.50164 2.10796 -0.376 -0.589 0.726 -1.149
C 3.61456 2.13381 2.06720 -1.097 1.101 -0.135 0.862
F 4.00544 1.45923 0.89606 -0.578 0.792 2.483 -0.277
F 3.90690 1.38881 3.23178 0.041 1.030 -2.277 -0.307
C 4.44547 3.52200 2.04106 0.487 -1.361 -0.876 0.556
F 3.92296 4.47472 2.89903 1.478 -1.674 -1.618 -0.225
F 4.35663 3.98191 0.71050 0.397 -0.299 2.924 -0.239
F 5.78337 3.20587 2.32222 -2.530 1.462 -0.375 -0.238
H 2.23072 -1.72372 0.41464 -0.167 0.376 -0.591 0.259
H 3.14616 -1.21398 -0.88395 -0.102 0.165 0.737 0.248
H 1.66084 0.48696 -2.13562 0.591 0.006 1.091 0.049
H -0.50385 1.44984 0.08441 1.792 -0.319 0.003 -0.318
H 0.96950 2.43412 -0.27918 -0.213 -1.425 0.663 0.478
H 0.13324 1.44702 2.32815 1.400 -0.220 -0.800 0.227
H 1.48122 0.27376 1.94649 -0.223 1.474 -0.267 0.401
H 1.84194 2.76521 3.19814 0.632 -0.334 -1.417 0.351
H 1.81703 3.44744 1.51895 0.659 -1.435 0.567 0.436
O -0.10980 -2.72026 -1.39032 -0.224 -0.632 -0.330 -0.533
N -0.58182 -3.34453 -2.32489 -0.288 0.346 0.433 0.973
O -1.76570 -3.35143 -2.62533 0.326 -0.039 -0.011 -0.612
C 0.33387 -4.14402 -3.14144 0.500 -0.405 -0.473 -0.037
C 1.68488 -4.19137 -2.80978 0.073 0.018 0.045 -0.092
C 2.54698 -4.97027 -3.57292 -0.223 -0.018 -0.092 -0.488
C 2.05896 -5.68956 -4.65896 -0.011 0.003 -0.004 -0.382
C 0.70932 -5.62924 -4.99059 0.147 0.105 0.194 -0.425
C -0.16019 -4.85489 -4.23093 -0.081 -0.038 -0.061 -0.380
H 2.07633 -3.63533 -1.96594 -0.256 0.006 -0.051 0.414
H 3.60012 -5.01940 -3.31933 -0.110 0.034 0.005 0.374
H 2.73371 -6.30107 -5.24933 -0.064 0.068 0.054 0.367
H 0.33442 -6.18944 -5.83981 -0.005 0.073 0.090 0.367
H -1.21001 -4.81805 -4.49684 0.094 0.128 0.208 0.439
O -2.75341 1.28770 -0.45433 -0.025 -0.008 0.408 -0.592
N -2.79050 1.12299 0.75370 0.172 -0.321 -0.220 0.958
O -2.01682 0.41442 1.37798 -0.401 0.219 -0.107 -0.555
C -3.83634 1.81911 1.50530 -0.596 0.391 0.420 0.069
C -4.76048 2.60740 0.82528 -0.029 0.028 -0.111 -0.284
C -5.76603 3.24744 1.54003 0.139 -0.123 0.166 -0.486
C -5.84013 3.10133 2.92149 0.017 -0.010 -0.009 -0.377
C -4.90685 2.32013 3.59540 -0.032 0.062 -0.243 -0.536
C -3.89963 1.67425 2.88817 0.056 -0.057 0.097 -0.208
H -4.71280 2.72850 -0.25044 0.155 -0.151 0.124 0.433
H -6.49499 3.85857 1.01973 0.099 -0.069 0.012 0.364
H -6.62992 3.59803 3.47574 0.084 -0.044 -0.054 0.370
H -4.96734 2.21186 4.67247 0.046 -0.017 -0.108 0.366
H -3.18018 1.06576 3.42348 -0.005 0.016 -0.247 0.427

***

# 3
7
Properties=species:S:1:pos:R:3:forces:R:3:mulliken_charge:R:1 method="wB97M-V/def2-TZVPD" fmax_ev_per_a=3.225 relative_energy_kcal_mol=15.2 homo_lumo_gap_ha="0.2898 / 0.2897" spin_multiplicity=1
N 0.22007 -0.95890 -1.11222 0.562 0.812 -0.808 -0.418
O -1.35585 1.00604 1.20831 0.965 -1.123 -0.226 -0.612
S 1.86442 0.01137 0.84304 0.610 0.584 -1.340 -0.228
S 1.45425 0.02068 -1.05977 -1.732 -1.753 2.081 0.387
H -0.47613 0.75244 1.58084 -0.962 0.444 -0.283 0.283
H -0.21620 -1.09769 -2.03753 0.621 0.389 0.103 0.259
H -1.49056 0.26606 0.57734 -0.065 0.648 0.473 0.329

***

# 4
114
Properties=species:S:1:pos:R:3:forces:R:3:mulliken_charge:R:1 method="wB97M-V/def2-TZVPD" charge=+1 fmax_ev_per_a=3.555 relative_energy_kcal_mol=29.5 homo_lumo_gap_ha="0.2673 / 0.1621" spin_multiplicity=4
Tc 0.83765 -0.43238 0.71607 -2.987 -0.994 -1.478 -1.303
C 1.01676 0.07909 3.86176 -0.106 -0.846 -0.151 -0.792
P 0.56112 1.32271 2.51527 0.304 -0.738 1.168 2.329
C 1.56500 2.80029 2.93996 0.787 -0.163 0.143 0.490
C 2.54543 2.90810 3.96203 -1.062 -1.003 -0.507 -0.563
C 3.29575 4.04494 4.12490 -0.091 1.139 -0.747 -0.615
C 3.01022 5.19523 3.33130 0.326 -1.697 0.796 -0.739
C 2.11117 5.04263 2.28445 0.985 1.486 0.165 -0.500
C 1.43972 3.86819 2.06949 -1.696 -0.139 -0.334 -0.276
C -1.09512 1.76295 3.06320 -2.217 -0.317 -0.444 -0.217
C -1.36370 2.53082 4.19234 1.374 0.166 1.312 -0.262
C -2.62293 2.93539 4.61787 -0.383 -0.276 0.181 -1.006
C -3.68006 2.59125 3.81287 0.500 -0.482 -0.935 -0.565
C -3.47118 1.81006 2.66265 -1.038 0.658 -0.415 -1.182
C -2.24117 1.30746 2.32531 1.680 0.744 0.432 0.304
C 2.17501 -0.73531 3.34051 -0.686 1.003 -1.579 -0.445
C 3.44012 -0.81868 3.90606 1.368 -0.187 0.850 -1.042
C 4.33784 -1.00319 2.89163 3.201 -0.118 1.541 -1.146
C 3.64043 -1.06558 1.67654 -1.963 0.264 -1.384 -0.283
C 4.01754 -0.95096 0.21612 -0.368 0.355 -0.295 -0.698
P 2.67723 0.08074 -0.68139 0.156 -0.276 0.993 1.051
C 2.91916 -0.15576 -2.44673 -0.207 -0.264 -0.271 0.937
C 1.77513 -0.38092 -3.20249 -0.113 0.115 0.951 -0.255
C 1.85079 -0.49620 -4.55227 1.554 0.685 -0.212 -1.072
C 3.08337 -0.35383 -5.18708 0.059 -0.408 -0.540 -0.735
C 4.23484 -0.13593 -4.48535 0.355 0.242 1.354 -0.810
C 4.13599 -0.03280 -3.08976 0.327 -0.216 -0.108 -0.410
C 2.96055 1.86288 -0.57563 1.333 1.140 -0.452 0.855
C 4.25906 2.40574 -0.67004 -1.061 -0.432 0.201 -0.285
C 4.43817 3.72371 -1.03587 0.971 0.750 0.028 -0.904
C 3.36520 4.57476 -1.31836 -0.535 -0.749 -0.118 -0.572
C 2.06647 4.03049 -1.27361 2.430 -0.009 0.422 -0.968
C 1.88334 2.72585 -0.84405 -0.116 -0.320 0.325 -0.250
N 2.30093 -0.99810 1.96005 0.474 0.545 1.407 1.672
H 0.10660 -0.59290 3.92699 0.847 0.958 0.140 -0.034
H 1.26866 0.62120 4.81159 -0.391 -0.920 -0.706 1.033
H 2.65341 2.09777 4.67583 0.312 -0.037 -0.208 0.162
H 4.13874 4.00525 4.80372 -0.281 0.380 0.314 0.437
H 3.47982 6.13470 3.59876 0.094 -0.052 -0.450 0.428
H 2.01573 5.88598 1.60699 -0.412 -0.109 0.050 0.424
H 0.62247 3.86593 1.31897 0.840 -0.158 0.283 0.286
H -0.55081 2.74591 4.89289 0.087 0.250 -0.485 0.297
H -2.83838 3.47513 5.56195 0.631 -0.365 -0.747 0.388
H -4.65475 2.91196 4.06210 -0.964 0.320 0.101 0.484
H -4.27879 1.74021 1.91472 0.150 -0.531 0.759 0.373
H -2.10183 0.59700 1.52186 -0.039 0.193 -0.179 0.698
H 3.64952 -0.67929 4.95887 0.101 -0.070 -0.155 0.604
H 5.46673 -1.05063 3.03609 -1.798 0.033 -0.409 0.393
H 4.00748 -1.94539 -0.28925 -0.051 0.622 0.288 0.322
H 4.96067 -0.44662 0.01696 0.357 -0.363 0.429 0.861
H 0.84526 -0.47398 -2.67076 -0.386 -0.092 -0.062 0.335
H 0.98357 -0.57785 -5.10865 -1.587 -0.515 -1.107 0.666
H 3.23660 -0.48396 -6.24228 -0.585 0.062 -0.445 0.393
H 5.19739 -0.02930 -4.98644 -0.285 -0.113 0.184 0.428
H 5.01617 0.07937 -2.48947 0.523 0.256 0.106 0.348
H 5.10336 1.77614 -0.40921 0.120 0.140 -0.301 0.356
H 5.48187 4.04846 -1.13453 -0.536 0.242 0.168 0.396
H 3.46219 5.64190 -1.55967 0.317 -0.656 -0.066 0.430
H 1.32308 4.69165 -1.60520 -1.494 0.456 0.047 0.571
H 0.88746 2.39840 -0.58865 -0.169 -0.274 -0.543 0.127
S 1.29716 -4.24066 -3.40788 -0.796 0.460 0.156 -0.452
P 0.02378 -3.67588 -2.00701 1.508 0.540 -0.384 1.105
S 1.16288 -2.47265 -0.66373 0.083 -0.208 0.351 -0.285
C -1.53603 -2.86495 -2.50408 0.019 -0.534 -0.347 0.375
C -2.44829 -2.50298 -1.52012 0.031 0.223 -0.314 0.331
C -3.80835 -2.41139 -1.84835 0.429 0.540 1.648 -0.688
C -4.20468 -2.71885 -3.11714 0.373 0.832 -1.596 -1.032
C -3.25611 -2.74523 -4.15388 -0.736 -0.574 -0.687 -0.627
C -1.92847 -2.90187 -3.85859 1.609 -0.479 0.829 -0.584
C -0.44356 -5.14845 -1.08804 -0.748 -0.876 1.464 0.242
C 0.38290 -5.66095 -0.06435 -0.642 0.137 0.163 -0.225
C -0.00705 -6.81631 0.69640 1.478 1.249 -0.624 -0.615
C -1.18200 -7.47008 0.38812 -0.291 -0.162 0.100 -0.501
C -2.02110 -6.90705 -0.57907 -0.528 -0.692 0.206 -0.585
C -1.67992 -5.78326 -1.30984 0.515 -0.054 0.193 -0.395
H -2.04378 -2.30362 -0.53603 -0.328 -0.002 0.276 -0.085
H -4.52376 -2.01728 -1.10163 0.341 -0.806 -0.358 0.518
H -5.22902 -2.82439 -3.39677 -0.649 0.272 0.048 0.491
H -3.57268 -2.72412 -5.20772 0.002 -0.297 0.611 0.438
H -1.12518 -3.18670 -4.56756 -0.787 0.425 0.136 0.393
H 1.26216 -5.02460 0.13997 -0.281 -0.925 0.238 0.344
H 0.66960 -7.16642 1.49484 -0.467 0.144 -0.532 0.394
H -1.47700 -8.41366 0.89648 0.231 0.927 -0.314 0.352
H -2.99596 -7.38748 -0.70706 0.332 0.243 -0.293 0.365
H -2.36322 -5.41503 -2.05491 -0.180 0.146 -0.148 0.430
C -2.46972 -2.21914 2.90354 -0.366 -0.162 -0.744 -1.323
C -1.15438 -2.54344 2.16321 -0.972 0.515 -1.031 0.691
C -0.09991 -3.26635 2.99672 0.246 1.081 -0.169 -0.922
O -0.73182 -1.25812 1.63409 0.291 -0.585 0.466 0.250
H -2.90703 -3.09543 3.38072 0.121 -0.097 0.122 0.417
H -3.27350 -1.79014 2.24989 0.873 -0.401 0.191 0.207
H -2.27467 -1.45656 3.64356 0.115 0.164 0.452 0.294
H -1.37750 -3.21783 1.28572 0.205 0.566 0.636 -0.245
H 0.03519 -2.79468 3.98740 -0.034 -0.111 -0.317 0.304
H 0.81759 -3.10815 2.39315 -0.202 -0.744 0.563 -0.001
H -0.35937 -4.31516 3.17041 0.203 0.145 -0.295 0.460
N -0.58749 0.50395 -0.57496 -1.275 1.831 -2.091 -0.326
C -1.25459 1.11322 -1.34600 1.422 -2.298 2.146 0.044
N -2.20269 1.61862 -2.06562 -0.657 0.572 0.032 0.527
C -3.59310 1.44431 -1.55949 -0.407 0.847 1.953 0.265
C -4.58834 2.26200 -2.35922 -0.267 -0.385 -1.212 -1.060
C -4.03810 3.67003 -2.66689 -1.959 -0.484 -1.712 -0.673
C -2.66710 3.64924 -3.31662 0.590 0.364 0.648 -0.549
C -2.07240 2.29250 -3.37004 0.411 -2.113 -0.609 -0.755
H -3.65803 1.87982 -0.51050 0.457 -0.808 -0.957 -0.076
H -3.84230 0.38059 -1.53357 0.059 0.110 0.010 -0.058
H -5.58993 2.29841 -1.90120 0.622 0.105 0.421 0.445
H -4.82609 1.69437 -3.27386 0.320 0.408 -0.118 0.409
H -4.12126 4.26903 -1.79336 0.340 0.550 0.858 0.383
H -4.73558 4.14657 -3.40847 0.420 -0.381 0.799 0.319
H -1.95947 4.21874 -2.71022 -0.103 0.562 -0.353 0.090
H -2.71871 3.99109 -4.34216 0.177 0.500 -0.074 0.452
H -1.00191 2.30683 -3.67526 -0.771 -0.114 0.199 0.382
H -2.65222 1.62886 -4.05500 0.667 0.519 0.053 0.399